Entry A
An isolated ion of composition C5H11IN and charge +1. Source: OMol25; level of theory: wB97M-V/def2-TZVPD.

Last column: Mulliken charge in e.
Cartesian coordinates (Å):
C1 -1.52 -1.55 0.19  -0.560
C2 -0.97 -0.28 -0.32  -0.271
C3 -2.13 -0.33 0.67  -0.462
C4 1.42 -0.37 -0.61  -0.757
C5 0.37 1.71 0.18  -0.721
N1 0.34 0.21 0.23  -0.188
I1 -4.12 0.08 -0.06  0.144
H1 -2.00 -2.28 -0.46  0.268
H2 -1.02 -2.34 0.78  0.246
H3 -1.00 -0.05 -1.41  0.441
H4 -1.93 0.16 1.69  0.357
H5 1.28 0.22 -1.51  0.403
H6 2.52 -0.20 -0.20  0.294
H7 1.19 -1.46 -0.73  0.321
H8 -0.18 2.05 -0.75  0.336
H9 -0.24 1.82 1.13  0.316
H10 1.43 2.02 0.40  0.357
H11 0.40 -0.02 1.29  0.475

Properties
Structure (SMILES): C[NH+](C)[C@H]1C[C@@H]1I
Highest occupied orbital energy, hartree: -0.4759
Charge: +1
2S+1: 1
HOMO-LUMO gap, eV: 9.6

Entry B
A 2-piece molecular cluster, C5H11IN overall. Source: OMol25; level of theory: wB97M-V/def2-TZVPD.

Last column: Mulliken charge in e.
Cartesian coordinates (Å):
C1 1.25 0.99 -1.79  -0.287
C2 0.15 0.05 -1.16  -0.342
C3 -1.85 0.24 0.58  -1.500
C4 0.40 0.99 1.16  -1.013
C5 -0.45 0.26 0.20  0.789
N1 1.58 -0.27 -1.28  -0.355
I1 0.29 -3.18 1.53  -0.081
H1 1.01 1.09 -2.82  0.341
H2 1.45 1.76 -1.15  0.201
H3 -0.55 -0.45 -1.72  0.516
H4 -2.27 1.16 0.97  0.416
H5 -1.99 -0.39 1.38  0.449
H6 -2.45 -0.22 -0.14  0.421
H7 0.84 1.96 0.59  0.268
H8 -0.27 1.18 2.01  0.426
H9 1.27 0.28 1.34  0.335
H10 1.81 -0.96 -1.98  0.278
H11 -0.23 -4.47 2.27  0.137

Properties
Highest occupied orbital energy, hartree: -0.4880
Charge: +1
2S+1: 1
HOMO-LUMO gap, eV: 7.2

Entry C
A 2-piece molecular cluster, C5H11IN overall. Source: OMol25; level of theory: wB97M-V/def2-TZVPD.

Last column: Mulliken charge in e.
Cartesian coordinates (Å):
C1 1.55 1.80 1.22  -0.340
C2 2.02 0.90 0.44  0.056
C3 0.05 -2.16 0.43  -1.173
C4 -0.59 1.11 -1.34  -0.946
C5 -0.66 -0.86 0.10  -0.289
N1 0.09 -0.05 -0.84  -0.184
I1 3.51 -0.09 -0.44  0.434
H1 2.21 2.40 1.84  0.321
H2 0.50 2.03 1.34  0.201
H3 -0.55 -2.74 1.13  0.362
H4 0.19 -2.76 -0.47  0.351
H5 1.02 -1.97 0.88  0.267
H6 -0.87 1.76 -0.51  0.308
H7 0.04 1.66 -2.03  0.339
H8 -1.52 0.84 -1.86  0.356
H9 -0.83 -0.27 1.00  0.257
H10 -1.66 -1.09 -0.32  0.358
H11 0.54 -0.60 -1.56  0.322

Properties
Highest occupied orbital energy (alpha / beta), hartree: -0.5013 / -0.5013
Charge: +1
2S+1: 1
HOMO-LUMO gap (alpha / beta), eV: 7.8 / 7.8

Ranked by calculated energy, most stable first: entry A, entry C, entry B.